Computed, not measured: a structure of composition C57H54N6O5PSTi at a distorted geometry, with ωB97M-V/def2-TZVPD.

```
! wB97M-V def2-TZVPD RIJCOSX def2/J DEFGRID3
* xyz 3 1
Ti -0.03172 0.02510 -0.02076
C 4.84401 -0.05800 2.12156
N 3.69912 -0.68140 1.45691
C 2.42278 -0.25873 1.49729
N 1.64126 -1.10322 0.81350
C 2.45282 -2.09243 0.31581
C 3.74795 -1.83012 0.69516
C 4.98366 -2.58903 0.44528
C 5.04359 -3.93656 0.79050
C 6.19519 -4.66395 0.53588
C 7.28712 -4.05067 -0.06275
C 7.23026 -2.70809 -0.41133
C 6.07953 -1.97757 -0.16007
C 1.96476 -3.28189 -0.40631
C 0.98019 -4.08541 0.16386
C 0.56212 -5.24125 -0.48070
C 1.13531 -5.60684 -1.69145
C 2.13154 -4.81968 -2.25383
C 2.54697 -3.66418 -1.61168
P 1.78199 1.00943 2.65364
C 0.20592 0.15133 2.97621
N -0.64145 -0.23718 2.02450
C -1.64422 -0.95135 2.63279
C -1.38936 -0.99566 3.97996
N -0.21672 -0.29410 4.17144
C 0.40576 -0.01897 5.46839
C -2.17390 -1.59947 5.06721
C -3.52962 -1.30096 5.17943
C -4.28559 -1.88465 6.18313
C -3.69246 -2.76599 7.07683
C -2.34218 -3.06926 6.96601
C -1.58378 -2.49008 5.96096
C -2.77372 -1.53838 1.89548
C -3.51431 -0.76356 1.00508
C -4.54501 -1.33423 0.27044
C -4.85259 -2.67874 0.43614
C -4.13427 -3.44849 1.34396
C -3.09764 -2.88276 2.07006
C 1.02333 2.25850 1.55778
N -0.00046 2.00728 0.74275
C -0.43755 3.22655 0.25737
C 0.33269 4.21476 0.81359
N 1.24567 3.57928 1.62594
C 2.28504 4.24952 2.41134
C 0.23557 5.68156 0.73480
C 0.41875 6.34289 -0.47581
C 0.29964 7.72310 -0.53759
C -0.00042 8.44595 0.60731
C -0.18003 7.79155 1.81912
C -0.06295 6.41322 1.88329
C -1.64908 3.38818 -0.56786
C -2.89626 3.10046 -0.00788
C -4.05388 3.23639 -0.76352
C -3.97409 3.67444 -2.07831
C -2.73750 3.97298 -2.63642
C -1.57908 3.82495 -1.88821
H 4.51419 0.39361 3.05427
H 5.28925 0.69833 1.47839
H 5.57890 -0.82982 2.33480
H 4.19089 -4.41276 1.25695
H 6.24251 -5.70844 0.80873
H 8.18509 -4.61982 -0.25730
H 8.08010 -2.23306 -0.88055
H 6.03349 -0.93321 -0.44578
H 0.54925 -3.80677 1.11827
H -0.19389 -5.86793 -0.02877
H 0.82092 -6.51474 -2.18660
H 2.59383 -5.11359 -3.18575
H 3.34068 -3.06684 -2.04028
H -0.35956 -0.10833 6.23453
H 0.80123 0.99355 5.47039
H 1.20144 -0.73378 5.66657
H -3.98922 -0.60664 4.48738
H -5.33599 -1.64695 6.27306
H -4.28288 -3.21822 7.86113
H -1.88191 -3.76062 7.65744
H -0.53629 -2.74990 5.86257
H -3.29721 0.29423 0.90307
H -5.12209 -0.72721 -0.41324
H -5.66106 -3.12255 -0.12725
H -4.38276 -4.49058 1.48598
H -2.53482 -3.48319 2.77374
H 2.55541 5.16907 1.89971
H 3.15571 3.60205 2.47776
H 1.91836 4.48568 3.40799
H 0.68260 5.78284 -1.36342
H 0.45018 8.23526 -1.47742
H -0.09290 9.52172 0.55750
H -0.41690 8.35470 2.71054
H -0.22762 5.90462 2.82564
H -2.95575 2.79414 1.03024
H -5.01656 3.02872 -0.31755
H -4.87587 3.80382 -2.65979
H -2.67932 4.33945 -3.65235
H -0.61494 4.05570 -2.32250
O -0.93752 -1.91470 -0.28539
H -1.88947 -2.04973 -0.15949
H -0.61094 -2.44298 -1.02944
O -1.37096 0.55720 -1.09156
H -1.96636 1.30893 -0.93904
H -1.55324 0.04452 -2.59832
C 2.87371 0.02566 -2.76413
C 1.68563 0.02866 -1.87460
O 0.76481 -0.82562 -1.93912
O 1.53644 0.91528 -0.96017
H 2.56654 -0.15095 -3.79351
H 3.43288 0.95303 -2.68076
H 3.50957 -0.81103 -2.47021
C -0.30532 1.53106 -4.82939
S -0.76067 -0.16922 -4.58675
O -1.90131 -0.05646 -3.48886
C -1.70508 -0.53501 -6.00710
C -1.11118 -1.39547 -6.92233
C -1.79416 -1.66968 -8.09919
C -3.04185 -1.10799 -8.31952
C -3.62634 -0.26382 -7.37785
C -2.95791 0.04037 -6.20710
H -1.20632 2.10238 -5.04883
H 0.38817 1.55696 -5.66824
H 0.18089 1.88350 -3.92088
H -0.14892 -1.84671 -6.72424
H -1.35686 -2.33213 -8.83178
H -3.57470 -1.33426 -9.23265
H -4.60544 0.15527 -7.56079
H -3.40335 0.68577 -5.46314
*
```

Strongest force on any atom (eV Å⁻¹): 1.93
HOMO level (eV): -14.7
ΔE to the lowest compared entry with this formula, charge and spin (kJ/mol): 17.1
Gap between HOMO and LUMO (eV): 6.463

Atomic partial charges in e from the Löwdin method, atoms 1 to 99: 1.23, 0.02, -0.02, -0.42, 0.02, -0.15, -0.09, -0.19, -0.01, -0.04, -0.05, -0.05, -0.04, -0.19, -0.05, -0.06, -0.05, -0.05, -0.03, 1.23, -0.41, 0.03, -0.14, -0.08, -0.02, 0.02, -0.19, -0.02, -0.05, -0.05, -0.05, -0.04, -0.21, -0.05, -0.05, -0.05, -0.04, -0.02, -0.42, 0.01, -0.13, -0.08, -0.02, 0.02, -0.18, -0.02, -0.05, -0.05, -0.05, -0.03, -0.20, -0.04, -0.04, -0.05, -0.05, -0.03, 0.08, 0.11, 0.11, 0.12, 0.12, 0.12, 0.12, 0.11, 0.12, 0.11, 0.12, 0.12, 0.11, 0.11, 0.09, 0.11, 0.12, 0.12, 0.12, 0.12, 0.12, 0.10, 0.11, 0.12, 0.12, 0.13, 0.11, 0.08, 0.11, 0.11, 0.12, 0.12, 0.12, 0.12, 0.13, 0.12, 0.12, 0.12, 0.11, -0.05, 0.08, 0.10, -0.25


Computed, not measured: a structure of composition C57H55N5O7PSc at a distorted geometry, with ωB97M-V/def2-TZVPD.

```
! wB97M-V def2-TZVPD RIJCOSX def2/J DEFGRID3
* xyz -2 1
Sc 0.10448 0.22754 -0.36182
C 6.36320 4.66285 -3.70931
C 5.13657 5.18498 -3.32224
C 4.13404 4.34606 -2.85658
C 4.34339 2.97308 -2.77444
C 5.57541 2.45611 -3.16641
C 6.58019 3.29398 -3.63026
C 3.27610 2.07059 -2.25592
C 3.40437 1.61375 -0.95282
C 4.50344 1.84619 -0.06689
C 4.10964 1.41911 1.17517
C 2.76644 0.97670 1.00700
N 2.35802 1.04077 -0.24126
C 2.04855 -0.74244 2.56299
C 1.64556 -1.81340 1.84626
C 1.75030 -3.19719 2.31376
C 1.05583 -3.95231 1.45834
C 0.53562 -3.04776 0.41658
C -0.30145 -3.50969 -0.61758
C -0.87077 -4.87691 -0.48524
C -0.62127 -5.86790 -1.43690
C -1.17024 -7.13727 -1.31923
C -1.97910 -7.44975 -0.23487
C -2.23326 -6.47883 0.72546
C -1.68840 -5.20951 0.59754
C -0.69802 -2.72426 -1.70500
N -0.22891 -1.51651 -2.05507
C -0.90471 -1.16413 -3.22073
C -0.65033 -0.10528 -4.03668
C -1.51810 0.12835 -5.22554
C -2.30445 1.28001 -5.28147
C -3.12769 1.52550 -6.36968
C -3.17395 0.62802 -7.42958
C -2.38753 -0.51417 -7.39142
C -1.56524 -0.75820 -6.29857
C 0.44559 0.81895 -3.87376
C 0.88593 1.71851 -4.90349
C 2.00725 2.32382 -4.41152
C 2.19580 1.79874 -3.09569
N 1.22215 0.87278 -2.79497
C -1.91475 -2.18247 -3.52280
C -1.76264 -3.15873 -2.62329
N 0.93920 -1.79703 0.62697
C 2.76990 -0.93743 3.84444
C 2.18666 -0.57968 5.05887
C 2.86510 -0.77472 6.25128
C 4.14343 -1.32067 6.25323
C 4.73703 -1.67348 5.05063
C 4.05346 -1.48035 3.85611
H 7.14688 5.31918 -4.06834
H 4.95939 6.25236 -3.37807
H 3.17704 4.74755 -2.54730
H 5.73465 1.38668 -3.10443
H 7.53244 2.87446 -3.93216
H 5.45102 2.28592 -0.34032
H 4.65756 1.44769 2.10412
H 2.26454 -3.50875 3.20934
H 0.89596 -5.01816 1.49188
H 0.01575 -5.62467 -2.27921
H -0.96013 -7.88691 -2.07350
H -2.41128 -8.43892 -0.14032
H -2.86942 -6.70568 1.57290
H -1.90002 -4.44541 1.33630
H -2.26807 1.97367 -4.44934
H -3.74026 2.41895 -6.38620
H -3.81867 0.81930 -8.27923
H -2.40854 -1.21830 -8.21507
H -0.94201 -1.64385 -6.26917
H 0.43640 1.85254 -5.87488
H 2.63381 3.05110 -4.90510
H -2.62867 -2.13759 -4.32964
H -2.32610 -4.07406 -2.53882
H 1.19786 -0.14486 5.05274
H 2.39254 -0.49304 7.18500
H 4.67335 -1.46436 7.18766
H 5.73497 -2.09592 5.03646
H 4.51311 -1.74676 2.91182
N -4.03105 -0.01619 0.56820
C -2.86848 0.12692 -0.10669
O -1.92676 -0.67292 0.04600
C -2.76932 1.16060 -1.18972
C -1.34470 1.72390 -1.26772
H -3.92996 -0.59172 1.39299
H -4.51281 0.85737 0.76799
H -3.58090 1.88982 -1.07865
H -2.98215 0.58025 -2.09992
H -1.29463 2.58665 -0.59136
H -1.14755 2.06436 -2.28618
C 1.54851 2.88621 2.83158
O 1.92980 1.55970 3.15740
C 1.73199 0.65745 2.06124
O 0.49646 0.74836 1.53298
H 1.51937 3.44121 3.76989
H 0.56125 2.90714 2.36547
H 2.27856 3.35211 2.15857
C -1.81787 -0.43322 3.70785
C -2.31944 0.70285 4.59468
C -2.90280 0.14592 5.88909
C -1.19061 1.67558 4.90653
O -3.42879 1.37260 3.97382
P -3.33992 2.36753 2.68052
O -4.76193 2.53258 2.24210
O -2.31446 1.89231 1.72456
O -2.79068 3.75012 3.35350
C -3.61283 4.80666 3.85582
C -4.62797 4.27424 4.86348
C -2.63207 5.74806 4.54594
C -4.30766 5.52543 2.70377
H -1.00786 -0.97172 4.20922
H -1.44569 -0.04892 2.75910
H -2.62994 -1.14317 3.52198
H -2.15844 -0.45621 6.41608
H -3.76847 -0.47982 5.66493
H -3.22592 0.96015 6.54212
H -0.41661 1.16705 5.48631
H -1.56338 2.52136 5.48851
H -0.74136 2.04822 3.98907
H -4.11308 3.76659 5.68193
H -5.29835 3.56332 4.38193
H -5.21206 5.10297 5.27498
H -2.11535 5.22762 5.35439
H -3.15690 6.61319 4.96018
H -1.88405 6.09561 3.83198
H -4.97441 4.83697 2.18799
H -3.56210 5.88806 1.99342
H -4.87819 6.37881 3.08358
*
```

Strongest force on any atom (eV Å⁻¹): 1.34
HOMO level (eV): -1.7
ΔE to the lowest compared entry with this formula, charge and spin (kJ/mol): 148.7
Gap between HOMO and LUMO (eV): 5.491

Atomic partial charges in e from the Löwdin method, atoms 1 to 99: 1.10, -0.12, -0.09, -0.03, -0.20, -0.03, -0.10, -0.06, -0.23, -0.02, -0.02, -0.22, 0.11, 0.00, -0.20, 0.00, 0.00, -0.23, -0.10, -0.21, -0.05, -0.10, -0.12, -0.10, -0.03, -0.25, 0.08, -0.23, -0.08, -0.20, -0.02, -0.09, -0.12, -0.10, -0.05, -0.28, -0.03, -0.03, -0.25, 0.12, 0.00, 0.00, 0.11, -0.17, -0.01, -0.09, -0.12, -0.10, -0.04, 0.09, 0.09, 0.13, 0.12, 0.09, 0.10, 0.10, 0.11, 0.10, 0.12, 0.09, 0.09, 0.09, 0.12, 0.12, 0.10, 0.09, 0.09, 0.12, 0.10, 0.10, 0.10, 0.10, 0.09, 0.10, 0.09, 0.09, 0.12, 0.18, -0.53, -0.05, -0.21, -0.23, 0.10, 0.07, 0.11, 0.11, 0.03, 0.01, -0.08, -0.11, -0.55, -0.19, 0.09, 0.09, 0.09, -0.02, -0.63, -0.04, -0.02